No. 1
105
Properties=species:S:1:pos:R:3:forces:R:3:mulliken_charge:R:1 method="wB97M-V/def2-TZVPD" max_force_ev_per_a=0.6 energy_ev=-107508.19046 total_charge=-1 relative_energy_ev=0.422 orbital_gap_ha=0.2654 e_homo_ev=-5.08 lumo_ev=2.14
C 3.543 -2.713 -1.259 -0.0167 0.0044 -0.0083 -2.10
C 0.688 -4.058 -3.161 0.0030 0.0017 0.0236 -2.05
N -2.100 -1.427 1.038 -0.0222 0.0471 0.0092 1.01
C -0.221 2.385 -4.094 0.0291 -0.0190 -0.0048 -0.21
C -0.073 5.900 -0.331 -0.0072 -0.0184 0.0069 -2.16
H 3.450 0.428 5.628 -0.0006 0.0011 -0.0005 0.41
H 4.509 -2.228 -1.423 -0.0051 -0.0068 0.0007 0.52
H 1.735 -3.953 -3.443 0.0600 0.0048 0.0193 0.30
H -4.439 -2.738 -4.327 -0.0007 -0.0012 -0.0003 0.46
H 2.405 -4.944 -1.089 0.0344 0.0106 0.0115 0.30
C -3.059 -2.332 0.782 0.0004 0.0181 -0.0013 0.33
C 0.027 1.658 -5.425 -0.0343 0.0050 -0.0431 0.25
C 1.579 -1.059 2.628 0.0363 -0.0026 -0.0190 0.11
H -1.202 -0.263 2.488 0.0406 0.0498 -0.0046 -0.01
H -4.046 -3.088 3.936 0.0026 -0.0017 0.0000 0.41
H 1.851 -3.128 1.077 -0.0149 0.0036 0.0187 0.68
Ti -1.151 -0.291 -0.947 -0.0946 -0.5915 -0.1448 -1.91
H -2.012 3.084 4.095 0.0026 -0.0064 -0.0089 0.69
C 2.186 -1.918 3.529 0.0057 0.0104 0.0058 -0.78
C -4.357 -3.451 -1.031 -0.0079 -0.0013 0.0202 -0.51
N 0.884 -1.321 1.469 -0.0511 0.0097 0.0411 0.76
H 1.974 3.217 -1.057 0.0102 -0.0128 0.0027 0.25
C -1.045 4.031 2.416 0.0081 -0.0014 0.0013 2.06
H 1.129 -5.146 0.113 -0.0090 0.0097 0.0007 0.28
H -2.358 -1.270 4.385 -0.0029 -0.0013 -0.0017 0.57
H 3.038 -0.678 0.457 0.0121 0.0040 -0.0154 0.24
H -1.953 2.066 2.649 -0.0088 -0.0506 -0.0277 0.18
H 1.413 2.809 2.521 0.0242 0.0028 -0.0047 -0.30
C -0.406 1.305 -3.139 -0.0035 -0.0368 0.0099 1.08
P 0.704 -2.270 -0.936 0.1117 -0.0837 -0.0045 1.83
H 3.462 -3.519 -1.984 -0.0273 -0.0356 -0.0575 0.42
C 0.474 -4.015 -1.645 -0.0093 -0.0034 0.0265 2.20
C 1.338 -5.082 -0.956 -0.0038 0.0012 -0.0132 -1.90
C -0.249 4.997 3.290 0.0092 -0.0117 -0.0084 -1.86
C 2.885 -0.442 -0.596 0.0171 0.0197 0.0024 -1.74
C 2.313 0.877 3.870 -0.0083 -0.0142 0.0182 -0.97
O 0.147 -0.735 -5.964 -0.0097 0.0184 0.0255 -0.69
C 2.035 5.262 0.843 -0.0300 -0.0117 -0.0034 -1.85
C -2.569 -1.620 3.384 0.0258 -0.0040 -0.0101 -1.22
H 2.022 2.497 0.916 -0.0171 0.0192 -0.0225 0.76
O 0.250 2.177 -6.485 0.0026 -0.0095 0.0397 -0.59
C -2.727 -1.704 -1.558 0.0697 0.0424 0.0632 0.50
H -1.098 -5.476 -1.635 0.0044 0.0069 -0.0008 0.72
C -3.502 -2.613 3.128 -0.0119 -0.0052 0.0031 -0.87
H 0.348 -5.031 -3.527 0.0016 0.0009 0.0022 0.55
O -0.548 -0.959 -2.976 -0.0385 0.0751 0.1763 0.13
H -1.272 -4.285 -0.342 -0.0146 -0.0074 0.0066 0.25
C -1.906 -1.062 2.312 -0.0199 -0.0306 -0.0081 -0.04
H 2.135 -2.991 3.395 -0.0015 -0.0019 0.0013 0.50
I -3.409 1.198 -0.255 0.0312 0.1106 0.0235 -0.30
C -4.727 -3.551 -2.358 0.0050 -0.0038 -0.0075 -1.12
C -0.365 0.054 -3.732 -0.0041 0.0299 0.0352 0.00
H -4.830 -4.106 -0.310 0.0002 0.0063 -0.0060 0.36
H 0.110 -3.283 -3.665 0.0120 0.0194 0.0002 0.30
H 2.013 -1.856 -3.601 -0.0206 -0.0086 -0.0156 0.29
C -4.141 -2.697 -3.285 -0.0031 -0.0023 0.0047 -0.70
C 2.857 -1.365 4.617 0.0012 -0.0051 0.0009 -0.90
H 1.963 -0.208 -2.982 -0.0174 -0.0047 -0.0100 -0.03
H -0.959 5.552 -0.865 0.0040 0.0064 -0.0003 0.39
H -0.498 2.292 3.644 -0.0063 -0.0140 -0.0064 0.27
C 0.832 4.728 0.058 0.0238 -0.0135 -0.0105 1.95
H -2.934 4.955 2.919 0.0045 0.0006 -0.0052 0.53
H 3.561 -3.138 -0.254 -0.0090 -0.0209 0.0010 0.28
H -5.473 -4.274 -2.665 -0.0018 0.0018 -0.0007 0.39
C 1.343 4.091 -1.243 -0.0419 -0.0108 0.0348 -1.87
H 0.090 -3.269 1.200 0.0008 -0.0041 -0.0090 0.39
H 2.722 4.472 1.147 0.0054 -0.0119 -0.0004 0.26
C -0.982 -4.416 -1.387 -0.0238 0.0352 -0.0159 -1.89
H 1.946 4.822 -1.792 -0.0104 -0.0014 0.0006 0.61
N 0.924 0.941 1.748 -0.0414 0.0183 0.0939 0.82
C 1.627 0.336 2.792 -0.0190 0.0168 -0.0004 1.16
C 2.449 -1.653 -1.434 -0.0120 -0.0045 0.0023 2.71
H 3.841 -0.097 -1.003 -0.0005 0.0013 -0.0050 0.76
C 0.907 -2.623 0.855 -0.0079 -0.0205 0.0165 -1.96
H 0.474 6.577 -0.995 -0.0063 -0.0103 0.0029 0.52
C 1.147 2.371 1.559 -0.0042 -0.0049 -0.0220 -1.02
H 2.391 1.946 4.016 0.0035 -0.0029 0.0089 0.49
H 1.746 5.820 1.731 -0.0301 0.0179 0.0583 0.30
O -0.230 3.588 -3.944 -0.0614 -0.0141 -0.1025 -0.68
H 3.336 -2.015 5.338 -0.0022 -0.0011 0.0007 0.39
H 0.518 3.785 -1.885 0.0824 0.0474 0.0706 0.22
H 2.598 5.944 0.197 -0.0074 -0.0012 0.0043 0.55
C -3.757 -2.959 1.820 0.0067 -0.0226 0.0218 -1.21
H -4.519 -3.688 1.592 0.0091 0.0014 0.0044 0.40
H 2.176 0.383 -0.677 -0.0038 0.0060 -0.0010 0.00
O -0.597 1.305 -1.845 0.1514 0.4409 -0.0069 0.14
H -1.667 -3.843 -2.004 0.0034 -0.0160 -0.0059 0.20
H -0.125 5.967 2.810 0.0240 0.0160 -0.0220 0.31
B 0.387 -0.091 0.859 -0.0106 0.0509 -0.1224 0.37
C -1.388 2.785 3.246 0.0071 -0.0068 -0.0173 -1.99
H -2.220 5.602 1.439 0.0097 0.0148 -0.0205 0.31
H -2.715 -1.177 -3.646 -0.0111 -0.0062 0.0004 0.25
C -3.161 -1.803 -2.886 0.0066 -0.0068 -0.0044 -0.25
C -0.046 0.147 -5.159 0.0299 -0.0259 -0.0212 -0.19
H 3.511 -1.016 -3.183 -0.0099 -0.0026 -0.0035 0.65
H -0.791 5.163 4.228 0.0039 0.0058 0.0018 0.47
C -2.371 4.690 2.017 0.0147 -0.0150 -0.0103 -1.65
P -0.237 3.373 0.834 -0.0397 0.0096 -0.0247 0.43
C -3.388 -2.525 -0.636 -0.0426 0.0098 -0.0303 1.65
H -2.978 4.007 1.422 -0.0115 -0.0186 -0.0232 0.17
H 1.076 -6.051 -1.391 0.0087 0.0046 -0.0005 0.56
H 0.740 4.612 3.550 0.0182 -0.0124 -0.0049 0.29
C 2.467 -1.169 -2.892 -0.0294 0.0057 0.0044 -1.82
C 2.919 0.013 4.781 0.0002 0.0098 -0.0055 -0.90
H -0.391 6.475 0.540 -0.0183 0.0103 0.0267 0.37



No. 2
108
Properties=species:S:1:pos:R:3:forces:R:3:mulliken_charge:R:1 method="wB97M-V/def2-TZVPD" max_force_ev_per_a=3.3 s_squared=0.755 energy_ev=-196244.91575 orbital_gap_ha="0.2114 / 0.1320" e_homo_ev="-5.43 / -5.42" lumo_ev="0.33 / -1.83" multiplicity=2
C 0.899 -0.423 -4.236 -0.9886 0.1019 0.4636 1.71
H -1.553 5.471 -1.220 -0.0277 0.1922 0.3113 0.29
H -4.900 1.719 -6.142 0.1320 0.3203 0.2257 0.39
H 2.558 4.005 1.813 -0.5075 -0.0822 -0.5649 0.31
N -0.442 0.522 -2.391 -0.4581 1.5569 -0.5909 0.77
N -1.092 2.668 -1.748 -0.1909 -0.1039 0.4167 0.31
C -1.646 5.242 -5.226 -0.1674 0.7447 0.0215 -0.76
H -4.684 -1.375 4.598 -0.0045 -0.1738 -0.1846 0.33
C -1.348 -1.282 -3.686 0.8034 0.5939 -0.3982 0.35
C 1.334 -0.336 6.467 -2.2633 0.5007 0.3149 -0.97
H 1.200 -3.122 -2.551 0.3783 0.1162 -0.0102 0.17
H 3.738 -5.378 -0.060 -0.2162 -0.3869 -0.0809 0.30
H 1.916 1.064 -3.077 0.0079 -0.0562 -0.3226 0.06
C -0.263 -0.398 -3.417 -0.8164 -0.5222 -1.0738 -1.73
C 1.121 -5.056 -0.704 0.8840 0.1925 0.8040 -0.83
H 1.386 -6.106 -0.476 -0.0891 0.4052 -0.1168 0.25
H -6.585 -0.677 0.020 0.1394 0.2834 0.3218 0.37
C -3.589 4.081 -6.072 0.6352 0.6942 -0.4330 -0.58
C 0.929 -1.328 -5.287 -0.0720 -0.1188 0.3266 -0.69
H -0.994 6.140 -5.208 -0.4021 -0.8133 -0.0602 0.35
C 3.790 -0.645 6.214 0.4902 -0.3254 -0.5116 0.57
C 2.021 -3.074 -1.822 -0.0554 0.1088 1.4874 -0.78
H -0.511 4.190 -3.701 -0.4863 0.2096 -0.1633 0.51
H -0.334 -2.642 1.226 0.3072 -0.3291 -0.3484 0.13
C -1.058 1.669 -2.637 0.4882 -2.0978 0.9087 -0.70
O -3.673 0.904 0.514 -0.1643 0.0842 0.1752 -0.17
H -2.128 -2.827 -4.987 0.2337 0.2400 0.0323 0.45
H 5.995 -0.924 8.752 0.0179 0.0201 -0.5638 0.34
C -4.628 0.014 -0.174 1.9959 -0.4600 0.0378 -0.06
O -3.425 -0.781 2.256 0.2564 0.0618 -0.4791 -0.05
H -4.629 0.332 -1.215 -0.0903 0.1784 0.0450 0.32
H -1.704 3.423 -1.994 -0.1446 0.1437 0.1344 0.27
H 1.460 -3.777 2.392 0.4418 -0.3692 -0.4722 0.38
H -1.516 5.759 0.548 -0.2257 0.8932 0.3919 0.45
C 0.682 4.563 0.880 -0.3051 0.1038 -0.8038 -0.84
H 1.258 0.522 7.146 0.2578 -0.1692 -0.0821 0.32
H 6.661 -0.838 4.446 0.7322 -0.0519 -0.4466 0.40
H 2.937 -2.608 -2.232 -0.5235 -0.3411 -0.1194 0.36
C 1.727 2.433 0.582 0.7284 0.5692 0.9285 -0.11
C 0.719 1.978 -0.224 -0.0097 -0.9163 -0.9211 -0.31
H -5.832 -0.159 1.580 -0.1886 0.3049 -0.9333 0.22
H -3.196 -1.956 5.376 -0.1961 0.5788 -0.0382 0.36
N 3.048 -3.733 0.990 0.4850 -0.3695 0.0364 0.06
C 1.835 -4.364 1.521 -0.6112 0.0958 -0.0012 -0.85
H 2.045 -5.397 1.867 0.0552 0.5015 -0.3394 0.23
C -3.599 -1.264 4.612 0.0380 -0.0079 0.4280 -1.13
H -2.033 1.013 -4.304 0.2779 0.1214 0.4846 0.11
C 4.671 -0.706 5.119 -0.9471 1.4910 0.1651 0.05
N 3.874 -0.332 4.002 1.7247 -0.5914 -0.3206 0.07
H -4.729 1.659 -4.355 -0.0255 0.0759 -0.2968 0.25
H 2.113 1.274 -4.839 -0.3278 0.1579 -0.1115 0.36
Te -1.984 1.944 3.218 0.2028 -0.0151 -0.5545 -0.04
C 5.644 -0.845 7.716 -0.1707 -0.7982 0.0192 -0.62
H 3.751 -1.797 0.471 -0.2124 -0.2756 -0.1124 0.44
H 2.518 1.732 0.839 -0.0244 0.1918 0.1691 0.35
H 4.278 -3.883 -0.742 -0.0771 0.3093 -0.0065 0.41
Se 1.201 0.169 3.151 0.5778 -0.2379 0.5263 -0.52
H -0.675 -3.170 -0.461 0.3027 -0.0234 0.4507 0.29
C 0.106 -3.107 0.323 1.2639 0.3588 -0.5855 -0.72
C 3.411 -4.374 -0.305 -0.7814 0.0887 0.5035 -0.95
C -1.524 5.017 -0.214 -0.4479 -0.5817 -0.9944 -1.80
H -3.630 0.805 -5.383 0.1322 0.1961 -0.1439 0.23
C 2.020 0.541 -4.040 0.8921 0.1623 0.7913 -1.65
H 0.658 5.591 1.254 -0.0852 -0.4282 0.2005 0.34
N 2.313 -4.412 -1.289 0.4347 -0.5856 -0.5032 0.08
H 1.838 -1.317 -5.875 -0.0770 -0.2853 -0.2928 0.46
C 4.263 -0.788 7.504 -0.3622 0.4655 0.3482 -0.51
H -3.232 -2.656 2.997 0.2007 -0.0576 0.0808 0.32
C -0.215 2.889 -0.659 0.4021 2.0942 1.1752 0.55
C -2.948 -1.652 3.311 -0.1771 0.5345 -0.4514 -0.01
H -2.229 -1.156 -3.066 -0.0214 -0.2363 0.0650 0.61
C -0.311 4.167 -0.021 -0.0493 -0.9371 -0.2890 1.29
C -5.936 0.085 0.493 -1.1229 -0.8656 0.6628 -1.26
H 2.577 -1.795 1.736 -0.2930 0.0057 0.6621 -0.38
C 6.035 -0.821 5.303 -0.4551 -0.3487 1.1480 -0.62
H -2.912 5.978 -6.871 0.2165 -0.3466 0.6665 0.34
H 0.280 -5.050 -1.407 0.2322 0.1194 0.0625 0.38
H 4.254 -0.126 3.060 -0.8134 -0.3376 1.0496 0.28
O -1.346 -0.164 0.669 -2.2821 0.1165 2.0644 0.15
C -1.421 4.207 -4.312 0.0953 -0.8197 -0.5639 -0.35
H 7.584 -1.140 6.745 -0.2407 0.2990 0.2426 0.38
C 6.521 -0.939 6.630 -0.3502 0.1072 -0.9947 -0.46
C 1.745 3.710 1.118 0.9045 0.2413 0.8802 -0.75
C -0.127 -2.187 -5.542 -0.4571 -0.3516 -0.1483 -0.77
C -1.300 -2.148 -4.770 0.6152 -0.1452 0.1825 -0.87
C 2.833 -2.298 0.823 0.2507 -0.3744 -1.0332 -0.53
H -4.209 -1.013 -0.156 -0.2625 0.5131 0.0192 0.31
H -3.403 -0.201 4.839 0.1836 -0.6566 0.1273 0.18
H -4.478 4.066 -6.699 0.2094 -0.0503 -0.0521 0.39
H -1.866 -1.559 3.387 0.1652 -0.1300 -0.0356 0.11
C -4.187 1.747 -5.310 -0.1195 -0.2412 0.3005 -1.31
N 0.725 -4.409 0.553 -0.9091 -1.0394 0.4243 0.13
H 1.166 -1.251 7.003 0.3023 -0.5235 0.5435 0.38
H -6.414 1.044 0.336 -0.0355 0.2679 0.2216 0.32
C 2.587 -0.195 4.360 -1.1494 0.4544 -0.3361 -0.31
C -3.314 2.983 -5.286 0.2861 -0.3717 1.0015 0.52
H -0.061 -2.914 -6.345 0.0350 0.1438 -0.0269 0.36
C -2.214 3.040 -4.377 0.2304 0.4372 -0.9440 0.42
H -2.466 4.435 -0.117 0.4693 0.1944 0.0703 0.26
N -1.861 1.833 -3.728 -0.5224 0.3876 -1.1133 0.53
H 3.015 0.053 -4.023 -0.5259 -0.0856 0.0437 0.41
H 3.544 -0.783 8.323 0.3569 0.0834 -0.0306 0.40
H 0.461 -0.282 5.793 0.5448 0.2180 0.0008 0.22
P 1.475 -2.008 -0.373 -1.9402 2.5388 -0.8143 1.91
N 2.516 -0.361 5.716 1.4776 -0.2964 -1.0770 0.42
Cu 0.375 0.118 -0.590 1.2395 -1.2247 -0.1749 -0.36
P -2.541 0.321 1.472 1.1875 -0.8672 -1.3062 -0.41
C -2.716 5.191 -6.123 -0.4518 -0.3468 0.2083 -0.61